No. 1
Here is a structure of composition C21H20AsN5O7RuS3 in a non-equilibrium geometry from OMol25. Energies are from ωB97M-V with the def2-TZVPD basis set.

Computed properties:
Gap between HOMO and LUMO (spin up / spin down) ... 7.5599 / 7.2748 eV
⟨S²⟩ ... 0.7573
Highest occupied orbital energy (spin up / spin down) ... -5.096 / -5.194 eV
2S+1 ... 2
Charge ... -1
ΔE to the lowest compared entry with this formula, charge and spin ... 0.7697 eV
Total energy ... -139814.2895 eV
LUMO energy (spin up / spin down) ... 2.464 / 2.081 eV

Structure (XYZ):
```
58
Properties=species:S:1:pos:R:3:forces:R:3
Ru 0.341263 1.489885 0.722180 0.45 0.96 0.68
As -0.618523 1.107794 -2.266866 0.17 -0.13 0.33
S -2.716867 3.253932 -0.558730 -0.02 0.07 -0.27
S 1.036741 3.618560 1.201663 -0.04 0.32 0.08
S 0.244389 -1.281711 0.295280 -0.36 0.07 0.01
O -1.386114 2.906057 -0.051962 0.19 -0.38 0.33
O 1.907509 0.787417 1.668242 -0.03 -0.03 -0.27
O -0.226008 0.082116 -3.470670 0.16 0.06 -0.07
O 0.729143 1.630985 -1.327640 -0.27 -0.64 0.01
O -3.638644 2.122769 -0.530790 -0.06 0.05 -0.02
O -3.244452 4.487822 -0.029506 0.05 -0.01 0.02
O -1.687521 0.358807 -1.095724 -0.13 -0.14 -0.50
N -0.335233 1.748345 2.654644 -0.49 -0.42 -0.72
N 1.688295 -2.970887 -1.208613 0.06 0.06 -0.03
N 2.305945 -0.787276 -1.286014 -0.11 0.30 -0.11
N -0.806813 5.182534 2.371787 -0.02 0.06 -0.02
N -0.949757 2.958849 2.912053 0.06 0.08 0.03
C 0.609870 -1.265310 4.420348 -0.01 -0.04 -0.01
C -2.665909 4.843202 -4.284535 -0.02 0.00 0.01
C 2.786014 -1.092016 2.724322 0.01 -0.05 0.06
C -2.363522 3.532988 -2.294798 0.03 -0.09 0.05
C -1.314419 2.858789 -4.352305 -0.07 0.02 -0.04
C -0.091553 -5.759993 0.501601 -0.01 -0.01 0.00
C 0.437705 -6.845169 -0.176935 0.01 0.01 -0.01
C -0.305095 0.850150 3.562759 0.31 0.05 0.00
C 1.365354 -6.614394 -1.184376 0.00 -0.01 0.01
C 1.451569 -1.695615 -0.776183 -0.09 -0.01 0.16
C -1.870136 3.959512 -4.994106 0.00 -0.02 0.01
C 1.606007 -2.212157 4.504602 -0.06 0.01 0.04
C 1.212256 -4.227141 -0.809554 -0.04 -0.09 0.00
C 1.755193 -0.144558 2.589148 0.09 0.01 -0.06
C 1.748236 -5.323639 -1.493716 -0.02 0.03 -0.02
C -2.919081 4.625856 -2.935453 -0.05 0.02 0.00
C -1.547563 2.645222 -3.000519 0.08 0.08 0.09
C -0.355630 3.900319 2.240219 0.06 -0.19 0.03
C 0.279519 -4.456452 0.198313 0.00 -0.02 0.05
C 2.704987 -2.108637 3.648051 0.03 0.02 -0.07
C 0.652094 -0.233126 3.474700 -0.09 -0.01 0.05
H -1.773795 5.232138 2.661144 0.02 0.00 0.04
H -3.540340 5.301756 -2.363015 0.01 0.00 0.00
H 1.546896 -3.009322 5.233685 0.00 0.00 -0.01
H -2.526294 0.855143 -0.962041 0.05 0.05 0.07
H -0.233392 -1.300503 5.101809 0.00 -0.01 0.00
H -0.609452 5.752194 1.564408 -0.03 0.00 -0.01
H -0.151426 -3.629333 0.737169 0.02 -0.05 -0.02
H 0.133842 -7.853410 0.071731 0.00 0.00 0.00
H -3.095600 5.705814 -4.778878 0.00 0.00 0.00
H -1.677701 4.123066 -6.047074 0.00 0.00 0.00
H 1.795855 -7.441760 -1.734424 0.00 0.00 0.00
H 1.964954 0.182743 -1.285723 -0.02 -0.12 0.00
H 2.346079 -3.027970 -1.969410 0.04 -0.02 0.03
H -0.703834 2.146301 -4.893570 0.01 0.00 0.02
H 2.808766 -1.045530 -2.121327 0.00 0.06 -0.02
H 3.624591 -1.012518 2.044885 0.00 0.02 0.00
H 3.501942 -2.840941 3.702760 0.00 0.00 0.01
H -0.818240 -5.917063 1.288964 0.00 -0.01 0.00
H 2.473979 -5.154061 -2.282194 0.00 0.00 0.00
H -0.886079 0.999425 4.470189 0.11 0.09 0.05
```
Forces are in eV/Å.

---

No. 2
Here is a cluster of 6 separate species, H13NO5 in total in a non-equilibrium geometry from OMol25. Energies are from ωB97M-V with the def2-TZVPD basis set.

Computed properties:
Gap between HOMO and LUMO ... 10.9678 eV
Highest occupied orbital energy ... -10.403 eV
2S+1 ... 1
ΔE to the lowest compared entry with this formula, charge and spin ... 0.5627 eV
Total energy ... -11939.3124 eV
SMILES ... N.O.O.O.O.O
LUMO energy ... 0.564 eV

Structure (XYZ):
```
19
Properties=species:S:1:pos:R:3:forces:R:3
O -0.759179 -1.701177 -0.448651 0.08 0.01 -0.27
O -0.989194 1.036083 1.798512 -0.56 0.79 -0.40
O 1.894081 -1.576327 -0.801641 1.04 0.14 -0.45
O 1.792241 0.026599 1.637407 -0.39 0.55 0.72
O 1.030467 1.410687 -0.668567 0.42 -0.27 0.07
N -2.257687 0.703529 -0.624576 0.33 0.53 -0.41
H -0.129345 0.653318 1.654435 0.84 -0.34 -0.09
H 1.041230 1.225396 -1.607928 -0.03 0.09 -0.31
H -1.307613 0.676659 2.612094 -0.17 -0.38 0.76
H -2.745269 0.997386 -1.464544 -0.29 -0.09 0.09
H -1.282334 -0.886270 -0.663176 -0.29 -0.24 0.23
H 0.945212 -1.434352 -0.761490 -1.19 -0.23 0.33
H 2.049543 -1.698283 -1.746102 0.29 -0.03 0.23
H -2.842487 0.886408 0.186131 0.01 -0.20 -0.18
H 1.640786 0.737204 -0.308655 -0.61 0.41 -0.12
H -1.499330 1.381963 -0.521768 0.04 -0.36 0.14
H 2.021228 -0.696767 1.056584 0.56 -0.35 -0.36
H -1.084432 -2.444000 -0.975752 -0.07 0.41 0.15
H 2.482083 0.701944 1.647689 0.01 -0.44 -0.12
```
Forces are in eV/Å.

---

No. 3
Here is a cluster of 8 separate species, C35H35Cl4F5O in total in a non-equilibrium geometry from OMol25. Energies are from ωB97M-V with the def2-TZVPD basis set.

Computed properties:
Gap between HOMO and LUMO ... 9.4339 eV
Highest occupied orbital energy ... -8.943 eV
2S+1 ... 1
ΔE to the lowest compared entry with this formula, charge and spin ... 0.0000 eV
Total energy ... -102586.2989 eV
SMILES ... Fc1ccccc1.Fc1ccccc1.Fc1ccccc1.Fc1ccccc1.Fc1ccccc1.CC(C)=O.ClCCl.ClCCl
LUMO energy ... 0.491 eV

Structure (XYZ):
```
80
Properties=species:S:1:pos:R:3:forces:R:3
Cl -0.058807 1.837414 -5.258425 0.44 -0.05 -0.14
Cl 2.333042 1.414116 1.019453 0.33 0.10 0.44
Cl 1.249353 0.720508 -1.586691 -0.36 -0.01 0.69
Cl -2.824545 1.332688 -4.523099 0.11 0.17 -0.01
F 1.018225 -6.383833 -3.794749 -0.20 -0.11 0.50
F 3.361536 4.278816 -2.477446 -1.00 0.09 -0.08
F 7.193010 -1.256321 1.558311 0.84 -0.06 -0.09
F -0.855272 1.792401 2.949481 0.12 -0.20 -0.02
F -2.506081 0.465255 -1.312468 -0.22 -0.28 -0.72
O -0.065018 -1.980172 1.962757 0.92 2.05 2.86
C 0.969377 4.729091 0.206139 -0.50 -0.40 -0.99
C -0.896833 -1.044847 3.982806 -0.64 0.88 0.59
C -3.057537 -0.790448 -1.332332 0.69 -0.23 2.15
C -0.172527 4.998260 -1.882476 -0.69 -0.88 0.43
C 0.257367 -4.113664 -1.038547 -0.55 -0.42 0.33
C -3.542084 4.744990 1.887680 -1.29 -0.21 -0.49
C 0.210521 -2.925138 -3.139536 -0.10 -1.28 0.78
C -3.367444 -2.812998 -0.101783 0.54 0.79 -0.16
C -4.344873 -3.207465 -1.013130 0.30 -0.07 -0.42
C -1.280253 2.099117 -4.042459 -0.70 0.02 0.32
C -2.913115 4.795240 3.121100 0.88 -0.48 -0.32
C 5.978978 -3.308225 1.332292 -0.28 -0.21 0.00
C 4.732368 -3.948284 1.197171 -0.15 1.70 -0.08
C -1.736937 2.743818 2.624584 -0.93 2.12 -0.50
C -2.671554 -1.599396 -0.253235 -1.29 -0.64 -0.80
C 0.503163 -5.279767 -1.746198 0.55 -0.99 1.10
C 0.515984 -4.099825 -3.846121 -0.34 0.34 1.51
C 2.135604 4.424262 -0.509831 -0.24 0.36 0.93
C 0.670303 -5.277868 -3.093346 0.09 0.92 -1.46
C 2.152269 4.493249 -1.876951 0.49 -0.34 -0.12
C 0.876638 0.947035 0.168881 -0.24 0.19 -0.64
C 4.899109 -1.167892 1.264640 -1.58 -0.31 -1.13
C -4.027483 -1.171520 -2.218537 -0.30 0.54 -1.12
C 0.204135 -1.416280 3.069971 0.35 -3.11 -2.68
C -3.385740 3.661553 1.017572 1.94 -0.26 1.64
C 0.057341 -2.953504 -1.695551 0.38 1.64 -2.98
C 0.988754 4.743431 -2.568718 0.34 0.50 -1.06
C -1.972636 3.829844 3.461870 -0.01 -0.18 0.52
C 3.555643 -3.177050 0.962408 1.16 -0.35 0.64
C -4.646577 -2.407462 -2.117903 0.25 -0.18 1.28
C 1.662336 -1.313025 3.578872 -1.37 -0.38 -0.64
C 6.058958 -1.912642 1.351130 -2.01 -0.73 0.28
C -2.403668 2.713807 1.406902 -0.80 -1.07 -0.12
C -0.240876 4.921976 -0.501901 1.16 0.56 0.56
C 3.623013 -1.785925 1.011222 2.11 -0.32 -0.06
H -3.944043 3.541994 0.100837 0.05 0.06 0.01
H 2.324835 -1.980958 3.028354 -0.28 0.23 -0.12
H 4.659647 -5.017117 1.333952 0.09 -0.08 -0.34
H 0.591536 -4.126847 -4.923130 0.11 0.04 -0.01
H -1.059023 -1.767304 4.782706 0.30 -0.43 -0.16
H -0.174060 -2.024205 -1.196294 0.03 -0.06 0.11
H -1.185169 5.096423 -0.007677 0.08 0.02 0.22
H -2.277069 1.779819 0.879618 0.03 0.04 -0.62
H 0.129454 -4.156393 0.033001 0.09 -0.01 0.12
H -0.993905 1.648291 -3.092270 0.11 0.14 -0.22
H 1.947192 -0.275538 3.404023 0.34 0.03 0.47
H -1.910420 -1.324352 0.461904 0.05 0.17 -0.03
H -1.847339 -0.929453 3.461928 0.15 -0.01 -0.12
H 1.021545 4.787322 1.283306 -0.17 -0.22 0.09
H -0.670185 -0.127524 4.526181 0.04 0.16 -0.12
H -4.821992 -4.171510 -0.916251 -0.10 -0.03 0.16
H 0.632136 -6.158950 -1.132356 0.06 -0.41 -0.39
H 0.059578 -2.052305 -3.757414 -0.05 0.39 0.40
H 6.883191 -3.892899 1.415665 0.08 -0.05 0.17
H -1.466236 3.169167 -3.950157 0.07 -0.25 0.03
H 0.908509 4.828802 -3.642335 0.57 -0.20 -0.16
H -3.102011 -3.410557 0.757798 -0.11 -0.27 -0.04
H 1.682810 -1.640165 4.618427 0.03 0.57 0.18
H -1.508877 3.961630 4.428290 0.31 -0.40 0.03
H -1.075634 5.113574 -2.463432 -0.13 0.28 0.02
H 2.755784 -1.171604 0.819042 0.06 -0.06 0.08
H -4.324021 -0.507435 -3.016948 0.12 0.15 0.01
H 0.171172 1.771053 0.275669 0.04 -0.17 -0.22
H -5.421106 -2.707000 -2.808384 0.08 0.05 -0.14
H 2.626830 -3.707070 0.811497 -0.17 0.16 -0.05
H 0.485562 0.025734 0.600569 0.12 0.02 -0.26
H 3.045605 4.130223 -0.008012 0.07 0.24 0.12
H 4.975187 -0.093099 1.191027 0.01 0.13 0.29
H -4.302515 5.468445 1.633197 0.04 0.29 0.06
H -3.054135 5.566491 3.863862 -0.33 0.27 -0.31
```
Forces are in eV/Å.

---

Which of these has the lowest ΔE to the lowest compared entry with this formula, charge and spin? C35H35Cl4F5O

---

Among the records above, which one has the lowest ΔE to the lowest compared entry with this formula, charge and spin? C35H35Cl4F5O

---

Which of these has the highest ΔE to the lowest compared entry with this formula, charge and spin? C21H20AsN5O7RuS3